1.
100
Properties=species:S:1:pos:R:3:forces:R:3:lowdin_charge:R:1 method="wB97M-V/def2-TZVPD" homo_lumo_gap_ha=0.14477 total_charge=-1
Rb -0.444 0.482 0.968 -0.01 -0.40 -0.34 0.74
O -2.577 -3.760 2.494 -0.06 -0.31 -0.20 -0.03
C -2.636 -2.799 1.705 -0.18 0.65 0.68 -0.55
N -3.011 -1.548 1.928 0.18 -0.05 -1.33 0.10
C -3.914 -1.237 2.914 -0.24 0.02 0.91 -0.24
C -5.004 -2.077 3.218 0.33 0.12 -0.17 -0.05
C -5.956 -1.747 4.163 -0.16 0.13 0.13 -0.14
C -5.849 -0.547 4.858 -0.14 -0.19 0.01 -0.15
C -4.807 0.315 4.566 0.30 0.08 -0.14 -0.06
C -3.838 0.019 3.591 -0.16 -0.83 0.47 -0.25
N -2.944 0.975 3.217 0.15 1.04 -1.14 0.14
C -1.718 1.288 3.431 -0.89 -0.66 1.06 -0.66
O -1.101 2.242 2.879 0.57 0.48 0.13 -0.22
C -0.922 0.470 4.440 0.09 0.27 -0.13 -0.21
C -0.456 1.059 5.616 0.02 -0.12 0.14 -0.03
C 0.344 0.313 6.461 -0.09 0.03 -0.03 -0.09
C 0.653 -0.996 6.112 0.06 -0.02 0.00 -0.09
C 0.130 -1.500 4.931 0.01 0.00 0.11 -0.14
N -0.634 -0.786 4.110 0.04 -0.03 -0.19 0.14
C -2.331 -3.086 0.249 0.05 -0.14 0.09 -0.19
C -2.944 -4.219 -0.295 0.05 -0.09 -0.19 -0.01
C -2.769 -4.509 -1.635 -0.02 0.06 0.14 -0.07
C -1.956 -3.678 -2.396 0.05 0.00 -0.09 -0.08
C -1.366 -2.598 -1.767 0.03 -0.03 -0.05 -0.19
N -1.552 -2.289 -0.482 0.22 0.13 0.05 0.09
H -5.078 -3.013 2.675 0.03 -0.02 0.07 0.10
H -6.789 -2.414 4.359 0.05 -0.03 -0.01 0.08
H -6.586 -0.284 5.610 0.04 0.03 0.00 0.08
H -4.717 1.265 5.082 -0.02 0.02 -0.05 0.09
H -0.707 2.089 5.836 -0.03 -0.01 -0.03 0.12
H 0.728 0.743 7.380 0.00 0.00 -0.01 0.10
H 1.290 -1.606 6.741 -0.05 -0.04 0.00 0.09
H 0.320 -2.525 4.626 0.02 0.02 0.00 0.11
H -3.539 -4.847 0.353 0.02 0.02 0.04 0.11
H -3.250 -5.371 -2.082 -0.01 0.00 0.00 0.10
H -1.784 -3.865 -3.448 0.02 0.02 0.01 0.10
H -0.705 -1.935 -2.321 -0.01 -0.01 -0.01 0.10
C -4.271 -0.688 -1.724 0.00 -0.04 -0.19 -0.10
C -3.514 0.102 -0.862 -0.06 0.22 0.15 -0.10
N -2.489 0.816 -1.307 0.10 0.02 0.01 0.10
C -2.191 0.723 -2.602 -0.32 -0.25 -0.07 -0.23
C -2.928 -0.103 -3.446 0.08 0.12 0.03 -0.10
N -3.975 -0.797 -3.013 -0.10 -0.05 0.04 0.09
C -1.060 1.537 -3.108 0.06 0.01 0.06 -0.19
C -1.156 2.175 -4.340 0.15 0.17 -0.18 0.05
C -0.103 2.963 -4.802 -0.02 -0.31 0.49 -0.13
C 1.004 3.057 -3.963 0.01 0.08 -0.09 0.04
C 1.027 2.372 -2.754 -0.26 -0.07 -0.13 -0.20
N 0.013 1.625 -2.326 0.00 -0.02 -0.07 0.19
C 2.205 2.458 -1.862 0.33 0.00 0.23 -0.20
C 3.487 2.730 -2.344 -0.12 -0.02 -0.02 -0.08
N 4.524 2.903 -1.536 0.10 0.01 0.02 0.08
C 4.295 2.765 -0.235 0.00 -0.02 -0.12 -0.11
C 3.043 2.404 0.247 0.08 0.02 -0.06 -0.09
N 2.003 2.263 -0.561 -0.07 0.00 -0.05 0.14
C -0.147 3.646 -6.114 -0.04 0.23 -0.48 -0.15
C -1.221 3.494 -6.994 0.10 -0.06 0.22 -0.01
C -1.187 4.099 -8.237 0.00 0.05 -0.10 -0.14
N -0.176 4.846 -8.673 -0.02 0.01 0.03 0.05
C 0.837 5.016 -7.829 -0.01 0.06 -0.14 -0.15
C 0.898 4.455 -6.566 -0.07 -0.10 0.16 -0.01
H -5.129 -1.247 -1.373 0.05 0.00 0.12 0.11
H -3.734 0.166 0.199 0.01 -0.13 0.00 0.10
H -2.662 -0.226 -4.492 0.02 0.05 0.02 0.11
H -2.067 2.070 -4.910 -0.04 -0.03 0.02 0.11
H 1.849 3.677 -4.224 -0.01 -0.02 -0.01 0.10
H 3.691 2.790 -3.407 -0.05 0.03 0.00 0.11
H 5.137 2.938 0.425 -0.05 -0.06 0.08 0.10
H 2.862 2.210 1.293 0.04 0.05 0.05 0.08
H -2.086 2.906 -6.725 -0.01 -0.04 -0.04 0.10
H -2.015 3.973 -8.927 -0.01 -0.02 0.04 0.11
H 1.650 5.636 -8.195 0.03 -0.01 0.08 0.10
H 1.761 4.658 -5.949 0.02 -0.02 -0.04 0.10
O 5.125 -4.677 -3.315 -0.02 0.02 -0.05 0.11
C 3.854 -4.256 -3.090 0.01 -0.32 -0.16 -0.48
O 3.004 -4.540 -3.888 -0.04 0.07 0.00 0.12
C 3.597 -3.479 -1.851 -0.03 0.38 0.39 -0.14
C 2.268 -3.215 -1.509 0.12 -0.27 -0.26 0.01
C 1.947 -2.435 -0.422 -0.02 0.21 0.40 0.02
C 2.956 -1.875 0.375 0.36 -0.77 -0.59 -0.25
C 4.289 -2.157 0.044 -0.13 0.31 0.28 -0.02
C 4.603 -2.943 -1.045 -0.10 -0.22 -0.21 -0.03
N 2.606 -0.994 1.383 -0.13 0.74 0.32 0.12
C 3.284 -0.846 2.444 -0.08 -0.66 -0.46 -0.08
C 3.042 0.260 3.365 -0.10 0.65 0.64 -0.27
C 3.867 0.443 4.475 0.02 -0.29 -0.33 -0.02
C 3.699 1.572 5.256 -0.13 0.23 0.07 -0.07
C 2.692 2.466 4.929 0.21 -0.21 0.00 -0.04
C 1.881 2.178 3.834 -0.09 0.17 0.07 -0.13
N 2.062 1.117 3.064 -0.03 -0.17 -0.10 0.11
H 5.692 -4.445 -2.574 0.05 0.02 0.10 0.08
H 1.493 -3.646 -2.129 -0.05 0.06 0.03 0.12
H 0.910 -2.251 -0.162 0.00 0.01 -0.05 0.09
H 5.085 -1.703 0.621 0.01 0.00 -0.01 0.11
H 5.654 -3.109 -1.257 0.02 0.07 -0.04 0.11
H 4.096 -1.531 2.716 0.06 0.00 -0.03 0.13
H 4.634 -0.289 4.698 0.01 0.03 0.02 0.11
H 4.340 1.749 6.110 0.00 -0.01 0.01 0.11
H 2.526 3.361 5.513 -0.04 0.00 0.00 0.11
H 1.035 2.805 3.565 -0.03 -0.05 0.00 0.11

=====

2.
86
Properties=species:S:1:pos:R:3:forces:R:3:lowdin_charge:R:1 method="wB97M-V/def2-TZVPD" homo_lumo_gap_ha=0.23287 relative_energy_kcal_mol=60.2
Sr -0.204 -0.035 1.801 4.06 -0.66 -4.62 1.37
C -2.186 -2.682 3.477 0.10 0.15 -0.02 -0.03
C -1.476 -1.371 3.759 -0.43 0.12 0.64 -0.25
C -2.044 -0.178 3.261 -1.59 -0.01 1.35 -0.36
C -3.157 -0.243 2.209 -0.04 0.07 0.40 -0.04
C -1.476 1.073 3.580 -0.96 0.49 1.17 -0.32
C -2.145 2.345 3.080 0.08 -0.21 0.03 -0.04
C -0.258 1.126 4.283 -0.33 0.06 0.45 -0.23
C 0.436 2.452 4.512 -0.09 -0.15 0.06 -0.04
C 0.315 -0.065 4.779 -0.34 0.05 -0.17 -0.18
C 1.559 0.023 5.626 -0.03 -0.01 0.00 -0.02
C -0.298 -1.314 4.533 -0.15 0.17 0.02 -0.19
C 0.317 -2.559 5.124 -0.03 0.11 0.06 -0.06
H -1.851 -3.147 2.546 0.03 0.02 0.00 0.07
H -3.259 -2.526 3.397 -0.04 0.03 0.00 0.08
H -2.023 -3.399 4.275 0.02 -0.02 0.03 0.08
H -4.149 -0.188 2.667 0.06 -0.03 0.03 0.10
H -3.122 -1.166 1.627 0.05 0.02 0.08 0.09
H -3.085 0.580 1.496 0.05 -0.05 0.06 0.07
H -1.797 2.646 2.081 -0.01 -0.09 0.12 0.04
H -1.937 3.176 3.748 0.02 -0.01 0.02 0.09
H -3.225 2.217 3.037 -0.02 -0.03 0.02 0.09
H 0.127 2.894 5.465 0.01 -0.04 0.00 0.10
H 0.215 3.165 3.725 -0.03 0.00 -0.01 0.01
H 1.516 2.332 4.534 0.02 -0.01 -0.02 0.09
H 2.456 0.105 5.010 -0.02 0.02 0.03 0.08
H 1.675 -0.850 6.261 0.01 -0.01 0.01 0.08
H 1.525 0.902 6.269 0.00 -0.01 0.00 0.09
H 0.159 -2.582 6.206 -0.02 0.01 0.00 0.10
H 1.389 -2.579 4.940 -0.03 0.01 0.01 0.06
H -0.094 -3.468 4.705 -0.02 -0.02 -0.03 0.03
Br -1.062 4.390 -7.677 0.03 0.09 -0.02 0.73
C -1.532 2.631 -7.170 0.09 -0.08 0.05 -0.70
C -0.561 1.792 -6.642 -0.04 -0.07 0.07 -0.12
C -0.906 0.508 -6.254 0.15 -0.09 -0.03 -0.03
C -2.210 0.055 -6.418 -0.23 -0.39 -0.10 -0.29
C -3.155 0.885 -6.991 -0.19 0.18 -0.08 -0.04
C -2.828 2.190 -7.348 -0.16 -0.16 0.02 -0.12
N -2.562 -1.344 -6.209 0.57 0.36 0.26 0.07
N -2.339 -1.904 -5.123 -0.30 0.50 0.24 0.07
C -2.005 -1.168 -3.926 0.17 -0.48 -0.34 -0.24
C -2.598 0.007 -3.547 -0.20 0.15 0.11 -0.03
C -2.346 0.583 -2.292 -0.07 -0.01 -0.19 -0.01
C -1.469 0.000 -1.386 -0.08 -0.19 0.08 -0.39
O -1.193 0.529 -0.238 -0.29 0.30 0.01 -0.32
C -0.842 -1.245 -1.766 0.15 -0.11 0.12 -0.14
N 0.033 -1.802 -0.875 -0.35 0.11 -0.02 0.12
C 0.650 -2.898 -1.230 0.05 0.03 -0.01 -0.16
C 0.415 -3.571 -2.448 0.11 -0.11 0.07 -0.05
C -0.481 -3.047 -3.328 -0.13 0.10 -0.11 -0.01
C -1.129 -1.826 -3.015 0.14 -0.16 -0.13 -0.10
H 0.458 2.138 -6.542 0.02 0.01 0.02 0.10
H -0.154 -0.157 -5.843 -0.02 0.03 0.00 0.12
H -4.160 0.509 -7.150 0.05 0.03 -0.02 0.12
H -3.574 2.846 -7.778 0.02 -0.03 0.02 0.10
H -3.307 0.485 -4.210 0.03 0.02 0.05 0.11
H -2.842 1.502 -2.001 0.02 -0.03 -0.04 0.12
H 1.384 -3.291 -0.535 -0.05 -0.01 0.00 0.06
H 0.939 -4.496 -2.661 -0.04 0.10 0.02 0.10
H -0.708 -3.537 -4.267 0.03 0.02 0.02 0.11
S 0.620 3.441 1.136 -0.02 -0.05 -0.11 0.65
C 1.034 3.452 -0.507 0.07 -0.01 -0.05 -0.74
N 0.490 2.549 -1.360 0.05 0.02 -0.07 0.07
C 0.784 2.451 -2.679 -0.16 -0.07 0.23 -0.06
C 1.661 3.312 -3.253 0.07 0.10 -0.04 -0.06
C 2.264 4.279 -2.424 0.06 0.06 -0.01 -0.05
C 1.966 4.348 -1.094 -0.03 0.06 0.11 -0.08
H -0.115 1.845 -0.923 -0.16 -0.06 0.01 0.08
H 0.277 1.660 -3.216 0.00 0.01 0.06 0.12
H 1.892 3.244 -4.305 -0.01 -0.01 0.00 0.10
H 2.982 4.972 -2.849 -0.04 -0.04 0.04 0.11
H 2.431 5.071 -0.440 0.00 0.00 -0.04 0.10
Br 0.963 -4.327 2.052 -0.04 -0.16 0.02 0.81
C 2.581 -3.332 2.192 -0.09 0.09 0.13 -0.72
C 3.747 -3.871 1.676 0.04 -0.02 -0.06 -0.10
C 4.894 -3.103 1.792 0.03 -0.10 -0.06 -0.05
C 4.820 -1.861 2.401 0.06 0.05 0.05 -0.04
C 3.595 -1.430 2.873 -0.24 -0.17 -0.16 -0.14
N 2.474 -2.163 2.779 0.32 0.22 -0.08 0.04
H 3.748 -4.842 1.202 0.00 0.04 0.02 0.10
H 5.834 -3.469 1.398 -0.04 0.01 0.02 0.11
H 5.689 -1.222 2.488 -0.06 -0.02 -0.01 0.12
H 3.488 -0.446 3.300 0.00 0.07 0.00 0.09
F 3.458 1.042 1.003 -0.68 -0.43 -0.58 -0.02
B 2.262 0.491 0.502 0.89 0.32 0.08 -0.60
F 2.345 0.461 -0.886 0.19 0.06 0.73 0.02

=====

3.
61
Properties=species:S:1:pos:R:3:forces:R:3:mulliken_spin:R:1 method="wB97M-V/def2-TZVPD" homo_lumo_gap_ha="0.21273 / 0.25160" multiplicity=5 relative_energy_kcal_mol=0.0 total_charge=+1
O -0.591 -0.910 -1.229 -0.08 0.91 -2.37 -0.13
C -1.230 0.175 -2.051 -0.27 0.51 0.60 0.11
C -0.684 -0.324 -3.356 0.11 0.17 0.21 0.01
H -0.877 1.155 -1.711 -0.27 -0.32 -0.04 -0.04
H -2.316 0.094 -2.023 0.35 0.03 0.19 -0.01
C -0.197 -1.533 -2.562 0.18 -0.50 -0.94 0.03
H 0.110 0.309 -3.759 -0.13 -0.24 -0.01 0.00
H -1.456 -0.573 -4.089 0.28 0.18 0.00 0.00
C 1.272 -1.769 -2.753 0.28 -0.29 0.19 0.00
H 1.846 -0.870 -2.516 0.00 -0.11 -0.02 0.00
H 1.442 -2.015 -3.811 -0.10 0.15 0.22 0.00
H 1.629 -2.618 -2.172 0.11 0.05 -0.10 0.00
C -1.063 -2.729 -2.884 0.05 -0.32 0.10 0.00
H -2.116 -2.497 -2.713 0.03 -0.05 -0.06 0.00
H -0.796 -3.609 -2.302 -0.19 0.02 -0.17 0.00
H -0.925 -2.988 -3.944 -0.07 0.14 0.26 0.00
Ru -0.681 -1.133 0.928 3.36 2.61 -0.53 2.59
C -2.398 -1.202 2.049 -1.33 -0.27 -0.13 -0.02
C -2.552 0.163 2.496 -0.67 0.25 0.18 0.26
C -2.902 0.962 1.401 -0.26 -0.16 -0.05 0.09
H -2.497 0.483 3.535 0.14 -0.02 -0.49 0.01
C -3.040 0.146 0.263 -0.65 0.08 0.39 0.31
C -2.732 -1.224 0.613 -0.96 0.16 1.13 0.03
H -3.051 -2.123 0.085 0.14 0.38 0.03 0.03
H -2.409 -2.082 2.685 -0.23 0.30 -0.01 0.03
H -3.110 2.032 1.439 0.16 -0.41 -0.03 0.01
H -3.475 0.465 -0.682 0.22 -0.04 0.44 0.00
C 0.207 -2.529 2.250 0.81 -2.30 0.23 0.02
C -0.488 -3.239 1.188 0.72 -0.57 0.80 0.05
C 0.375 -3.213 0.048 1.29 -0.58 0.61 0.17
H -1.411 -3.799 1.289 0.23 -0.01 -0.04 0.02
C 1.579 -2.528 0.391 -1.15 -0.66 -1.02 0.14
C 1.489 -2.116 1.734 -1.15 0.09 0.92 0.12
H 2.270 -1.607 2.298 -0.42 -0.09 -0.21 0.01
H -0.124 -2.490 3.280 0.20 0.00 -0.25 0.02
H 0.189 -3.771 -0.859 0.09 0.36 0.16 0.03
H 2.427 -2.365 -0.270 -0.28 0.02 0.26 0.01
O 1.810 1.860 -2.567 -0.83 0.74 0.75 0.00
C 1.692 1.790 -1.134 0.56 -0.25 -0.26 -0.03
C 0.825 2.963 -0.647 -0.06 -0.21 -0.39 0.01
H 2.704 1.882 -0.697 -0.22 -0.09 -0.07 0.00
H 1.305 0.784 -0.887 0.09 0.45 -0.17 0.07
C 1.027 4.019 -1.757 -0.01 -0.19 0.12 0.00
H 1.160 3.311 0.335 -0.16 -0.02 -0.26 0.00
H -0.233 2.674 -0.557 0.28 0.10 0.03 -0.01
C 1.688 3.261 -2.924 0.49 -0.06 -0.23 0.00
H 1.686 4.810 -1.393 -0.13 0.00 -0.14 0.00
H 0.080 4.469 -2.069 0.18 -0.02 0.13 0.00
H 2.701 3.655 -3.117 -0.37 -0.14 -0.01 0.00
H 1.103 3.331 -3.849 0.19 -0.13 0.19 0.00
C 1.423 1.966 4.309 -0.05 0.06 -0.17 0.00
C 0.546 0.969 4.749 -0.02 -0.35 -0.33 0.00
C 0.004 0.059 3.826 0.28 0.65 0.62 -0.11
C 0.290 0.194 2.472 -0.74 -0.35 -0.44 0.26
C 1.222 1.110 2.038 0.25 0.65 0.37 -0.15
C 1.765 2.035 2.957 -0.02 -0.35 -0.15 0.02
H 1.849 2.676 5.022 -0.16 -0.22 -0.26 0.00
H 0.272 0.887 5.805 0.19 0.04 -0.38 0.00
H -0.646 -0.730 4.199 0.04 0.28 -0.07 0.00
H 1.552 1.103 1.002 -0.13 0.19 0.46 0.00
H 2.463 2.794 2.596 -0.16 -0.27 0.20 0.00

=====

4.
12
Properties=species:S:1:pos:R:3:forces:R:3:lowdin_charge:R:1 method="wB97M-V/def2-TZVPD" smiles=C[C@H]1[NH2+][C@@H]1I homo_lumo_gap_ha=0.35889 relative_energy_kcal_mol=44.1 total_charge=+1
C -1.174 -0.347 0.107 -0.93 -0.92 0.55 -0.04
C 0.020 0.341 -0.636 -1.37 -0.80 2.87 -0.27
N 1.230 0.624 0.260 0.39 1.30 -1.38 0.11
C 1.286 -0.365 -0.824 -0.03 -0.22 -1.84 -0.60
I 2.583 0.234 -2.513 -0.95 -0.65 1.37 0.90
H -0.933 -1.120 0.884 0.64 0.87 -0.45 0.09
H -1.566 -1.048 -0.676 -0.41 0.99 0.47 0.10
H -2.033 0.289 0.656 2.18 -0.97 -1.92 0.14
H -0.350 1.166 -1.153 0.21 1.29 -1.31 0.13
H 1.812 1.476 0.126 -0.66 -0.74 0.16 0.17
H 1.116 0.314 1.184 0.09 -0.49 1.58 0.15
H 1.194 -1.415 -0.529 0.84 0.33 -0.09 0.12

=====

| no. | total energy (hartree) |
| --- | --- |
| 1 | -2869.91321 |
| 2 | -7582.16721 |
| 3 | -1217.27803 |
| 4 | -470.63297 |